16
Properties=species:S:1:pos:R:3:forces:R:3:nbo_charge:R:1 method="wB97M-V/def2-TZVPD" gap_ev=10.44 homo_ev=-9.7 smiles="C[C@@H](O)CC(N)=O" e_above_lowest_kj_mol=47.2 charge=0
C 1.183 -0.563 -1.584 0.052 0.004 -0.050 -0.630
C 0.639 -0.284 -0.191 -0.274 -0.101 -0.205 0.096
O 1.653 0.175 0.702 0.231 -0.177 0.065 -0.731
C -0.449 0.801 -0.202 -0.056 0.025 -0.107 -0.530
C -1.700 0.446 0.584 -0.071 0.047 0.011 0.680
O -2.824 0.588 0.137 0.326 -0.061 0.153 -0.610
N -1.464 -0.065 1.829 -0.069 0.070 0.039 -0.839
H 1.600 0.345 -2.031 -0.053 -0.092 0.072 0.214
H 0.379 -0.935 -2.228 0.123 0.067 0.083 0.221
H 1.966 -1.331 -1.555 -0.092 0.120 0.014 0.205
H 0.214 -1.219 0.206 0.044 0.127 -0.069 0.165
H 2.391 -0.447 0.661 -0.102 0.119 0.077 0.470
H -0.008 1.709 0.226 -0.095 -0.106 -0.065 0.248
H -0.776 1.037 -1.217 0.041 -0.070 0.126 0.238
H -2.261 -0.232 2.423 0.123 0.027 -0.058 0.403
H -0.543 -0.025 2.241 -0.126 0.001 -0.086 0.402